No. 1
Computed, not measured: a structure of composition C31H31InN8O4PS2 in a non-equilibrium geometry, with the ωB97M-V functional and the def2-TZVPD basis.

Each line ends with the Mulliken charge.
CARTESIAN COORDINATES (ANGSTROEM)
In 0.206 0.035 -0.186  0.933
N -1.380 -4.777 0.760  0.086
C -0.804 -3.927 -0.116  -0.579
N -1.307 -2.802 -0.485  -0.380
C -2.511 -2.399 0.057  0.496
N -3.023 -1.285 -0.333  -1.396
N -2.289 -0.367 -0.944  1.001
C -2.481 0.024 -2.142  -0.769
C -1.738 1.177 -2.627  1.059
C -1.907 1.663 -3.922  -1.084
C -1.201 2.785 -4.315  -0.272
C -0.360 3.405 -3.401  -1.060
C -0.227 2.840 -2.144  -0.087
N -0.889 1.753 -1.763  0.149
C -3.227 -3.278 0.976  0.709
C -4.475 -2.976 1.517  -0.375
C -5.093 -3.856 2.382  -0.775
C -4.468 -5.050 2.730  -0.418
C -3.229 -5.365 2.209  -0.851
C -2.609 -4.483 1.328  0.097
H -0.881 -5.597 1.059  0.230
H 0.137 -4.236 -0.553  0.548
H -3.179 -0.474 -2.815  0.312
H -2.582 1.162 -4.603  0.426
H -1.305 3.179 -5.317  0.426
H 0.192 4.298 -3.659  0.417
H 0.439 3.268 -1.406  0.481
H -4.942 -2.042 1.238  0.458
H -6.068 -3.623 2.790  0.403
H -4.949 -5.734 3.417  0.400
H -2.734 -6.292 2.474  0.384
O 3.742 0.614 -3.212  -0.744
C 4.701 0.777 -2.291  0.319
C 6.030 0.589 -2.679  -0.731
C 7.055 0.772 -1.776  -0.327
C 6.782 1.160 -0.465  -0.987
C 5.474 1.344 -0.071  -0.210
C 4.417 1.152 -0.965  0.284
C 3.015 1.310 -0.540  0.686
O 2.061 1.242 -1.369  -0.465
N 2.821 1.566 0.766  -1.206
N 1.538 1.582 1.066  0.692
C 1.086 2.083 2.152  -1.005
C -0.347 2.147 2.358  1.136
C -0.876 2.902 3.409  -1.102
C -2.243 3.082 3.484  -0.246
C -3.055 2.475 2.534  -1.104
C -2.452 1.691 1.563  -0.173
N -1.138 1.544 1.464  0.379
H 2.882 0.767 -2.758  0.312
H 6.219 0.299 -3.704  0.453
H 8.081 0.631 -2.092  0.387
H 7.591 1.316 0.236  0.419
H 5.242 1.657 0.937  0.511
H 1.749 2.547 2.880  0.301
H -0.210 3.357 4.130  0.444
H -2.677 3.689 4.267  0.413
H -4.126 2.609 2.547  0.421
H -3.045 1.171 0.821  0.398
C 4.522 -4.907 1.977  -1.029
C 3.080 -4.615 2.348  -0.270
O 2.410 -3.883 1.313  -0.286
P 2.319 -2.267 1.294  0.569
S 0.820 -1.588 2.412  -0.479
S 2.383 -1.804 -0.649  -0.510
O 3.725 -1.946 2.004  -0.017
C 3.988 -0.739 2.734  0.716
C 5.439 -0.785 3.168  -1.619
H 4.990 -5.493 2.769  0.366
H 5.063 -3.973 1.849  0.212
H 4.566 -5.464 1.042  0.301
H 3.025 -4.066 3.291  0.301
H 2.518 -5.546 2.455  0.358
H 3.317 -0.702 3.597  0.415
H 3.791 0.128 2.103  -0.384
H 5.617 -1.667 3.785  0.399
H 5.676 0.108 3.747  0.425
H 6.091 -0.826 2.296  0.305

**<S²>**: 0.76
**Energy relative to the best compared isomer or geometry (same formula, charge and spin)**: 168.3 kJ/mol
**Charge**: 0
**HOMO level (spin up / spin down)**: -5.93 / -7.51 eV
**Multiplicity**: 2
**HOMO-LUMO gap (spin up / spin down)**: 5.64 / 6.67 eV
**Total energy**: -3266.89117 a.u.


No. 2
Computed, not measured: a structure of composition C31H31N3O2SiTaTe, with the ωB97M-V functional and the def2-TZVPD basis.

Each line ends with the Mulliken charge.
CARTESIAN COORDINATES (ANGSTROEM)
Ta 0.127 0.336 0.118  -0.080
C 4.153 -0.357 -0.651  -1.363
C 3.414 0.916 -0.898  0.805
C 4.088 2.051 -1.305  -0.956
C 3.392 3.221 -1.574  -0.598
C 2.010 3.259 -1.460  -0.987
C 1.375 2.099 -1.084  0.478
N 2.056 0.953 -0.766  0.128
N -0.026 1.929 -0.890  0.832
Si -1.349 2.651 -2.059  0.026
C -1.324 1.414 -3.433  -0.846
C -2.908 2.696 -1.083  -0.839
C -0.859 4.346 -2.588  -1.288
H 3.628 -1.002 0.042  0.064
H 5.150 -0.153 -0.266  0.513
H 4.281 -0.905 -1.588  0.268
H 5.163 2.016 -1.409  0.564
H 3.928 4.112 -1.878  0.503
H 1.448 4.158 -1.657  0.595
H -1.555 0.403 -3.085  0.185
H -0.368 1.395 -3.959  0.351
H -2.090 1.683 -4.166  0.487
H -3.271 1.740 -0.716  0.226
H -3.679 3.087 -1.754  0.446
H -2.835 3.392 -0.244  0.319
H -0.041 4.374 -3.307  0.408
H -0.651 5.019 -1.754  0.417
H -1.736 4.755 -3.101  0.392
O -3.747 -0.675 0.284  -0.443
C -2.578 -0.724 0.143  -0.102
O -1.700 0.239 0.585  0.369
C -1.839 -1.785 -0.619  0.527
C -2.511 -2.905 -1.070  -1.036
C -1.800 -3.837 -1.792  -0.927
C -0.446 -3.615 -2.083  1.226
C 0.306 -4.541 -2.855  -0.975
C 1.603 -4.280 -3.175  -0.966
C 2.200 -3.071 -2.747  -0.673
C 1.507 -2.164 -1.993  0.196
C 0.175 -2.422 -1.629  0.012
N -0.534 -1.525 -0.857  1.153
H -3.563 -3.012 -0.845  0.646
H -2.280 -4.738 -2.155  0.551
H -0.178 -5.449 -3.194  0.506
H 2.175 -4.980 -3.767  0.452
H 3.221 -2.860 -3.036  0.498
H 1.971 -1.234 -1.704  0.027
Te 0.989 1.029 2.715  0.534
C -0.643 1.542 3.918  0.666
C -0.313 1.655 5.266  -0.805
C -1.315 2.018 6.155  -0.637
C -2.601 2.258 5.693  -0.527
C -2.903 2.146 4.340  -0.837
C -1.921 1.790 3.429  0.024
C 0.652 -1.032 2.294  -0.630
C 1.690 -1.760 1.695  0.071
C 1.501 -3.106 1.399  -0.794
C 0.304 -3.722 1.730  -0.597
C -0.715 -3.003 2.357  -0.714
C -0.554 -1.657 2.637  -0.018
H 0.690 1.470 5.630  0.398
H -1.084 2.115 7.207  0.427
H -3.376 2.543 6.392  0.433
H -3.907 2.344 3.988  0.459
H -2.158 1.721 2.377  0.435
H 2.663 -1.309 1.553  0.971
H 2.306 -3.678 0.955  0.539
H 0.171 -4.777 1.529  0.525
H -1.633 -3.502 2.645  0.498
H -1.345 -1.096 3.121  0.488

**Energy relative to the best compared isomer or geometry (same formula, charge and spin)**: 0.0 kJ/mol
**Charge**: +3
**HOMO level**: -17.20 eV
**HOMO-LUMO gap**: 6.59 eV
**Total energy**: -2128.36723 a.u.


No. 3
Computed, not measured: a structure of composition C31H31N4OOsS, with the ωB97M-V functional and the def2-TZVPD basis.

Each line ends with the Mulliken charge.
CARTESIAN COORDINATES (ANGSTROEM)
Os 0.247 0.136 -0.003  1.350
C -2.126 -2.153 1.169  -1.391
C -0.929 -2.019 2.051  0.712
C -0.913 -2.679 3.281  -0.955
C 0.179 -2.589 4.111  -1.065
C 1.279 -1.858 3.675  -0.815
C 1.221 -1.223 2.456  0.670
N 0.113 -1.268 1.652  0.581
C 2.375 -0.477 1.923  0.839
C 3.663 -0.488 2.433  -0.783
C 4.650 0.213 1.756  -1.418
C 4.352 0.891 0.582  -0.783
C 3.047 0.876 0.116  0.434
N 2.104 0.221 0.810  0.725
C 2.566 1.559 -1.108  0.783
C 3.437 2.239 -1.922  -0.819
C 2.940 2.953 -3.008  -0.903
C 1.581 3.006 -3.185  -0.954
C 0.723 2.302 -2.337  1.218
C -0.751 2.499 -2.529  -1.893
N 1.212 1.523 -1.349  0.231
H -2.688 -3.046 1.437  0.630
H -1.836 -2.234 0.123  0.081
H -2.795 -1.299 1.277  0.273
H -1.780 -3.257 3.570  0.603
H 0.189 -3.084 5.073  0.496
H 2.163 -1.786 4.291  0.531
H 3.906 -1.041 3.328  0.569
H 5.662 0.222 2.139  0.495
H 5.128 1.424 0.056  0.577
H 4.496 2.236 -1.717  0.461
H 3.609 3.487 -3.670  0.499
H 1.148 3.604 -3.975  0.545
H -0.927 3.540 -2.794  0.629
H -1.316 2.295 -1.624  0.230
H -1.141 1.911 -3.365  0.426
N -1.383 -0.236 -1.405  -0.701
C -2.824 -0.064 -1.184  0.548
C -3.701 -0.837 -1.923  -0.647
C -5.069 -0.670 -1.762  -0.754
C -5.549 0.275 -0.866  -0.931
C -4.663 1.046 -0.132  -1.024
C -3.285 0.890 -0.283  0.322
C -2.345 1.672 0.541  -0.537
C -2.599 2.970 0.927  -0.339
C -1.700 3.685 1.739  -1.075
C -0.564 3.093 2.235  -1.191
C -0.310 1.746 1.924  -0.230
C -1.115 1.116 0.967  1.776
H -1.224 -1.199 -1.702  0.503
H -1.149 0.312 -2.228  0.331
H -3.325 -1.564 -2.636  0.515
H -5.756 -1.277 -2.337  0.469
H -6.614 0.405 -0.732  0.472
H -5.044 1.758 0.589  0.556
H -3.495 3.464 0.572  0.607
H -1.938 4.704 2.015  0.461
H 0.074 3.612 2.936  0.532
H 0.447 1.214 2.482  0.472
C 2.997 -2.801 -2.014  -1.149
S 1.843 -2.649 -0.669  0.651
C 0.864 -4.114 -0.928  -1.082
O 0.914 -1.486 -1.159  -0.756
H 2.451 -2.883 -2.952  0.396
H 3.601 -3.691 -1.833  0.498
H 3.634 -1.918 -2.007  0.343
H 1.504 -4.980 -0.752  0.519
H 0.479 -4.118 -1.946  0.398
H 0.057 -4.108 -0.197  0.235

**Energy relative to the best compared isomer or geometry (same formula, charge and spin)**: 0.0 kJ/mol
**Charge**: +3
**HOMO level**: -16.50 eV
**HOMO-LUMO gap**: 6.47 eV
**Total energy**: -1982.16278 a.u.


No. 4
Computed, not measured: a structure of composition C31H32As2ClIN2O4W, with the ωB97M-V functional and the def2-TZVPD basis.

Each line ends with the Mulliken charge.
CARTESIAN COORDINATES (ANGSTROEM)
W 0.660 0.283 0.796  0.898
C 4.103 0.223 -2.482  -0.847
C 3.250 1.455 -2.461  0.398
N 3.449 2.355 -3.403  -0.588
C 2.792 3.519 -3.390  -0.959
C 1.926 3.878 -2.384  1.096
C 1.288 5.245 -2.350  -1.229
O -0.115 5.176 -2.118  -0.493
C 1.671 2.925 -1.377  0.218
C 0.866 3.271 -0.243  -0.044
N 0.488 2.404 0.623  0.598
C -0.243 2.607 1.813  0.071
C -0.803 3.758 2.330  -1.056
C -1.483 3.617 3.529  -0.744
C -1.591 2.369 4.149  -0.902
C -1.020 1.235 3.593  -0.514
C -0.317 1.341 2.394  1.831
I 2.894 0.413 2.277  -0.079
C 2.294 1.674 -1.444  -0.101
O 2.094 0.692 -0.553  -0.610
H 4.849 0.335 -3.264  0.419
H 3.525 -0.679 -2.687  0.112
H 4.609 0.091 -1.525  0.257
H 2.999 4.193 -4.213  0.378
H 1.520 5.776 -3.273  0.447
H 1.719 5.831 -1.534  0.315
H -0.587 5.254 -2.952  0.311
H 0.586 4.308 -0.090  0.479
H -0.724 4.718 1.837  0.525
H -1.941 4.481 3.990  0.439
H -2.133 2.290 5.081  0.481
H -1.140 0.303 4.114  0.206
C -0.756 -2.008 4.003  -1.860
As 0.402 -1.933 2.454  1.297
C 1.980 -2.733 3.245  -1.214
C -0.264 -3.385 1.356  0.412
C -1.116 -4.372 1.833  -0.642
C -1.474 -5.431 1.008  -0.847
C -0.978 -5.514 -0.285  -0.756
C -0.128 -4.529 -0.768  -0.775
C 0.223 -3.467 0.055  -0.032
As 1.310 -1.999 -0.535  1.214
C 3.174 -2.480 -0.390  -1.140
C 0.906 -1.797 -2.411  -1.437
H -1.772 -1.704 3.765  0.454
H -0.335 -1.393 4.795  0.493
H -0.751 -3.042 4.345  0.623
H 1.713 -3.752 3.525  0.420
H 2.256 -2.163 4.130  0.485
H 2.819 -2.746 2.556  0.352
H -1.513 -4.330 2.838  0.338
H -2.144 -6.194 1.379  0.445
H -1.257 -6.343 -0.921  0.438
H 0.251 -4.594 -1.781  0.479
H 3.512 -2.934 -1.320  0.477
H 3.312 -3.191 0.420  0.439
H 3.730 -1.566 -0.195  0.246
H 1.398 -2.588 -2.975  0.586
H 1.257 -0.825 -2.746  0.332
H -0.171 -1.866 -2.547  0.425
Cl -6.911 0.603 -2.797  -0.140
C -5.345 0.432 -2.129  0.429
C -5.195 -0.202 -0.897  -0.897
C -3.935 -0.339 -0.360  -0.393
C -2.826 0.162 -1.052  0.167
C -2.988 0.796 -2.291  -0.311
C -4.247 0.931 -2.830  -0.904
C -1.512 0.026 -0.492  0.985
O -1.281 -0.542 0.647  -0.622
O -0.446 0.488 -1.032  -0.730
H -6.067 -0.578 -0.381  0.442
H -3.796 -0.828 0.595  0.474
H -2.121 1.176 -2.814  0.489
H -4.399 1.414 -3.784  0.451

**Energy relative to the best compared isomer or geometry (same formula, charge and spin)**: 79.5 kJ/mol
**Charge**: +2
**HOMO level**: -13.71 eV
**HOMO-LUMO gap**: 5.48 eV
**Total energy**: -6907.02408 a.u.


No. 5
Computed, not measured: a structure of composition C31H32AsBrN4SV in a non-equilibrium geometry, with the ωB97M-V functional and the def2-TZVPD basis.

Each line ends with the Mulliken charge.
CARTESIAN COORDINATES (ANGSTROEM)
V 0.555 -1.416 0.357  -0.489
C -5.537 0.815 2.292  -1.269
C -4.987 0.132 1.038  0.458
C -4.988 -1.290 1.032  -0.277
C -4.748 -2.022 -0.154  -1.004
C -4.180 -1.349 -1.227  -0.202
C -4.069 0.038 -1.200  -0.705
C -4.370 0.784 -0.029  -0.489
H -6.498 1.256 2.087  0.340
H -4.830 1.545 2.679  0.331
H -5.680 0.000 3.035  0.363
H -5.304 -1.741 1.937  0.445
H -4.983 -3.087 -0.220  0.540
H -3.864 -1.899 -2.088  0.566
H -3.694 0.502 -2.087  0.538
H -4.253 1.869 0.006  0.465
N -0.621 -0.459 1.985  -0.369
N -0.457 -1.185 3.197  -0.200
C 0.605 -1.947 3.425  0.719
N 0.578 -2.590 4.641  -0.426
S 1.946 -1.834 2.279  -0.220
H -0.150 0.437 1.942  0.203
H -1.601 -0.233 1.849  0.088
H -1.267 -1.274 3.804  0.244
H -0.300 -2.749 5.183  0.242
H 1.386 -3.157 4.941  0.277
C 5.927 1.483 0.424  -0.709
C 5.497 0.445 -0.399  -0.801
C 4.137 0.290 -0.717  -0.283
C 3.230 1.195 -0.148  0.359
C 3.666 2.214 0.710  -0.047
C 5.006 2.354 0.930  -0.738
As 1.293 0.735 -0.482  2.120
C 1.378 0.979 -2.407  -0.251
C 2.350 1.751 -3.007  0.224
C 2.512 1.777 -4.362  -0.712
C 1.817 0.871 -5.211  -0.758
C 0.883 0.080 -4.586  -0.669
C 0.614 0.162 -3.187  -0.580
C 0.680 2.526 -0.077  0.797
C 0.280 3.415 -1.117  -0.560
C 0.135 4.767 -0.791  -0.740
C 0.327 5.164 0.501  -0.485
C 0.661 4.275 1.559  -0.512
C 0.718 2.936 1.258  -0.821
H 6.919 1.566 0.703  0.533
H 6.176 -0.245 -0.755  0.515
H 3.836 -0.504 -1.364  0.436
H 3.062 3.029 0.990  0.423
H 5.384 3.265 1.405  0.412
H 3.049 2.335 -2.403  0.503
H 3.179 2.485 -4.815  0.474
H 1.948 0.812 -6.266  0.495
H 0.276 -0.585 -5.143  0.500
H -0.227 -0.401 -2.781  0.552
H 0.145 3.025 -2.103  0.653
H -0.151 5.474 -1.557  0.476
H 0.264 6.244 0.739  0.386
H 0.761 4.561 2.619  0.443
H 0.962 2.163 2.002  0.215
Br 1.639 -2.781 -1.745  0.032
C 0.556 -3.624 -0.364  1.051
C 0.672 -5.040 -0.257  -0.674
C -0.487 -5.773 -0.048  -0.482
C -1.616 -5.065 0.481  -0.726
C -1.639 -3.662 0.444  -0.118
N -0.600 -2.997 -0.119  -0.094
H 1.614 -5.379 -0.606  0.560
H -0.574 -6.835 -0.203  0.489
H -2.451 -5.593 0.865  0.517
H -2.498 -3.041 0.685  0.427

**<S²>**: 2.06
**Energy relative to the best compared isomer or geometry (same formula, charge and spin)**: 95.5 kJ/mol
**Charge**: +3
**HOMO level (spin up / spin down)**: -15.86 / -15.86 eV
**Multiplicity**: 3
**HOMO-LUMO gap (spin up / spin down)**: 4.52 / 5.18 eV
**Total energy**: -7570.42329 a.u.


No. 6
Computed, not measured: a structure of composition C31H32BF9O2 in a non-equilibrium geometry, with the ωB97M-V functional and the def2-TZVPD basis.

Each line ends with the Mulliken charge.
CARTESIAN COORDINATES (ANGSTROEM)
C -1.419 3.497 -0.870  -1.718
C -0.286 3.220 0.089  1.192
C 0.690 4.417 0.153  -1.705
C -0.703 2.654 1.542  2.194
C -0.793 3.694 2.642  -1.956
C -1.967 1.816 1.496  -1.867
O 0.401 1.780 1.879  -0.553
B 1.169 1.840 0.733  1.268
C 2.699 1.712 0.765  0.226
C 3.360 1.835 2.003  -0.630
C 4.715 2.120 2.032  -0.861
C 5.420 2.196 0.835  0.417
C 6.878 2.567 0.909  0.690
F 7.489 2.585 -0.312  -0.284
F 7.038 3.816 1.458  -0.255
F 7.588 1.697 1.697  -0.255
C 4.814 1.945 -0.396  -0.675
C 3.446 1.682 -0.427  -0.572
C 0.199 -1.594 0.192  2.614
C 1.031 -1.616 1.495  -1.185
C 1.079 -1.262 -1.035  -1.098
O 0.477 2.118 -0.450  -0.642
H -2.022 4.333 -0.497  0.315
H -1.012 3.774 -1.851  0.489
H -2.060 2.617 -0.995  0.287
H 0.191 5.345 0.447  0.377
H 1.536 4.240 0.839  0.209
H 1.126 4.567 -0.845  0.417
H -1.583 4.422 2.430  0.344
H -1.036 3.194 3.586  0.455
H 0.159 4.223 2.768  0.387
H -2.855 2.445 1.335  0.414
H -1.910 1.060 0.698  -0.247
H -2.095 1.282 2.447  0.627
H 2.796 1.736 2.935  0.451
H 5.221 2.284 2.987  0.370
H 5.393 1.960 -1.318  0.457
H 2.946 1.481 -1.378  0.496
H -0.285 -0.597 0.294  -2.190
H 0.492 -1.067 2.271  0.282
H 1.285 -2.627 1.846  0.457
H 1.949 -1.053 1.306  0.195
H 0.608 -0.486 -1.634  0.253
H 2.006 -0.816 -0.696  0.150
H 1.328 -2.105 -1.681  0.426
F -5.415 1.873 0.436  -0.231
C -5.677 0.622 0.955  0.816
F -5.897 0.795 2.297  -0.295
F -6.855 0.202 0.398  -0.269
C -4.539 -0.332 0.677  0.446
C -3.964 -1.047 1.721  -0.849
C -2.801 -1.774 1.483  -0.668
C -2.257 -1.843 0.192  -0.205
C -0.927 -2.589 0.062  1.418
C -0.791 -3.527 -1.128  -0.606
C -1.752 -3.691 -2.118  -0.208
C -1.503 -4.515 -3.221  -1.426
C -0.312 -5.231 -3.282  0.298
C -0.017 -6.067 -4.504  0.857
F 1.125 -6.810 -4.354  -0.283
F -1.036 -6.941 -4.782  -0.264
F 0.156 -5.284 -5.619  -0.254
C 0.608 -5.182 -2.238  -0.714
C 0.376 -4.315 -1.174  -0.616
C -2.875 -1.162 -0.854  0.218
C -4.050 -0.444 -0.621  -1.575
H -4.384 -1.001 2.718  0.484
H -2.337 -2.338 2.296  0.324
H -0.920 -3.261 0.922  0.673
H -2.729 -3.209 -2.039  0.784
H -2.247 -4.592 -4.011  0.393
H 1.495 -5.800 -2.262  0.469
H 1.097 -4.280 -0.352  0.373
H -2.498 -1.235 -1.882  0.733
H -4.576 0.046 -1.441  0.412

**Energy relative to the best compared isomer or geometry (same formula, charge and spin)**: 68.9 kJ/mol
**Charge**: 0
**HOMO level**: -9.71 eV
**HOMO-LUMO gap**: 9.81 eV
**Total energy**: -2274.76531 a.u.